[1]
Computed, not measured: a 2-piece molecular cluster, C2H6NO3 overall, with ωB97M-V with the def2-TZVPD basis set.

Element x y z (Å)
C1 0.587 -1.506 0.776
N1 0.248 -0.331 -0.157
C2 -1.215 -0.324 -0.478
O1 -1.482 0.054 -1.638
O2 -1.794 -0.566 0.590
H1 0.421 -2.535 0.286
H2 0.091 -1.303 1.771
H3 1.774 -1.634 0.813
H4 0.880 -0.194 -0.861
H5 2.020 1.552 0.586
H6 2.082 3.011 0.739
O3 2.622 2.311 0.545

Values from the calculation:
Expectation value of S²: 0.763
Total charge: 0
Gap between HOMO and LUMO (spin up / spin down), eV: 11.2352 / 6.5732
Relative energy (zero: lowest compared OMol25 entry of this formula, charge and spin), eV: 1.255
Spin multiplicity: 2

=====

[2]
Computed, not measured: one molecule with the formula C7H4N2O, with ωB97M-V with the def2-TZVPD basis set.

Element x y z (Å)
C1 -0.308 1.865 -0.982
C2 -0.223 1.858 0.577
C3 1.090 1.872 -0.788
C4 0.914 2.518 1.199
C5 -1.270 0.026 -0.211
C6 1.129 0.309 -0.659
C7 0.769 0.387 0.838
N1 -0.298 0.365 -1.275
N2 -0.652 0.575 0.955
O1 1.684 2.723 0.131
H1 -2.164 0.399 -0.593
H2 -1.405 -1.130 -0.257
H3 1.725 -0.388 -1.152
H4 1.490 -0.037 1.465

Values from the calculation:
Total charge: 0
Gap between HOMO and LUMO (spin up / spin down), eV: 8.0891 / 8.0903
Relative energy (zero: lowest compared OMol25 entry of this formula, charge and spin), eV: 7.781

=====

[3]
Computed, not measured: C12H25ClEuNOSi as an isolated structure, with ωB97M-V with the def2-TZVPD basis set.

Element x y z (Å)
C1 1.431 -1.284 3.140
C2 0.207 -0.800 2.105
C3 -1.034 -0.356 3.135
C4 0.846 0.486 1.286
C5 -0.242 0.988 0.172
Cl1 -1.227 2.372 1.002
Si1 0.675 1.816 -1.307
C6 0.762 0.752 -2.909
C7 -0.356 3.436 -1.723
C8 2.462 2.451 -0.883
C9 -1.338 -0.155 -0.235
C10 -0.892 -1.701 0.011
C11 -2.309 -2.591 0.031
C12 -0.051 -2.284 -1.302
N1 -0.110 -2.000 1.255
O1 -0.689 -3.004 1.936
H1 2.502 -0.959 2.739
H2 1.269 -0.643 4.131
H3 1.361 -2.413 3.435
H4 -0.901 0.781 3.397
H5 -2.086 -0.589 2.623
H6 -0.959 -1.025 4.100
H7 1.800 0.085 0.691
H8 1.179 1.338 2.052
H9 1.265 -0.296 -2.768
H10 -0.309 0.704 -3.411
H11 1.444 1.358 -3.679
H12 -1.521 3.228 -1.705
H13 -0.053 3.878 -2.766
H14 -0.063 4.273 -0.923
H15 2.856 2.099 0.167
H16 3.216 2.159 -1.745
H17 2.454 3.642 -0.847
H18 -2.388 0.100 0.261
H19 -1.525 -0.035 -1.408
H20 -2.131 -3.738 -0.110
H21 -3.001 -2.313 0.946
H22 -2.904 -2.214 -0.933
H23 -0.090 -3.473 -1.201
H24 -0.665 -1.944 -2.245
H25 1.049 -1.886 -1.264
Eu1 0.066 -0.244 -5.252

Values from the calculation:
Expectation value of S²: 15.797
Total charge: +3
Gap between HOMO and LUMO (spin up / spin down), eV: 6.2843 / 6.0886
Spin multiplicity: 8

=====

Which max |F| belongs to each record? In order, 0.0744 0.1049 0.1698 Eh/bohr.